Formula: C4H13N2O
Source: OMol25
Level of theory: wB97M-V/def2-TZVPD

XYZ file:
```
20
Properties=species:S:1:pos:R:3:forces:R:3
N 0.2142 -1.1691 0.9613 -0.64 0.05 0.00
C -0.1229 0.1853 0.3979 0.80 -0.42 -0.73
C -0.6020 0.0162 -1.0575 -0.08 -0.80 0.11
C -2.0518 -0.4177 -1.1269 -0.35 0.04 -0.73
O 0.2245 -0.9928 -1.6572 0.13 -0.27 -0.03
C 1.1632 1.0066 0.4173 -0.53 0.74 -0.76
N 1.6894 1.1184 1.7511 0.18 0.08 0.32
H 0.7802 -1.1242 1.8331 -0.08 0.08 0.00
H -0.5970 -1.8353 1.1085 -0.34 0.20 0.45
H 0.7316 -1.6545 0.2430 0.85 -0.43 -0.51
H -0.9112 0.6219 1.0020 0.02 0.14 0.17
H -0.4500 0.9265 -1.6167 -0.02 0.63 0.10
H -2.1354 -1.4686 -0.9054 -0.01 -0.32 0.83
H -2.6875 0.2089 -0.4912 0.04 -0.28 -0.05
H -2.4571 -0.4231 -2.1457 0.26 0.58 -0.04
H 0.6589 -0.7079 -2.4699 -0.20 0.19 0.12
H 0.8766 1.9273 -0.1201 0.03 0.48 0.64
H 1.9020 0.6311 -0.2926 0.05 -0.66 0.42
H 1.1296 1.7123 2.3464 -0.14 0.02 -0.03
H 2.6449 1.4388 1.8225 0.02 -0.06 -0.28
```
Forces are in eV/Å.

orbital gap (spin up / spin down) = 3.58 / 10.49 eV
total energy = -9383.1268 eV
expectation value of S² = 0.750
E_HOMO (spin up / spin down) = -2.8962 / -10.0577 eV
E_LUMO (spin up / spin down) = 0.7 / 0.4 eV
multiplicity = 2
energy above the lowest of the compared OMol25 structures with the same formula, charge and spin = 150.8 kJ/mol
net charge = 0

=====

Formula: C12H29NO4
Source: OMol25
Level of theory: wB97M-V/def2-TZVPD

XYZ file:
```
46
Properties=species:S:1:pos:R:3:forces:R:3
C -0.0455 0.7457 0.7392 -0.58 0.39 -0.05
C -1.4063 0.7699 0.5038 1.07 -0.32 0.03
C -2.1931 -0.5033 0.5387 -0.14 0.04 -1.57
C -3.6292 -0.3653 0.0378 0.45 -0.03 -0.44
O -3.5227 0.2817 -1.2199 -0.02 -0.15 -0.01
C -4.3065 -1.7623 -0.1318 0.13 0.29 0.19
N -5.1245 -2.2169 0.9659 -0.13 -0.36 -0.37
O -4.3035 0.4570 0.9581 -0.10 -0.10 -0.04
C -5.5617 0.9310 0.5142 -0.14 0.09 0.31
H 0.3477 1.2431 1.6282 0.32 1.61 -1.08
H 0.6767 0.2662 0.0815 -0.26 -1.71 0.95
H -1.9117 1.7006 0.2521 -0.49 0.22 1.85
H -2.2099 -0.8592 1.5694 0.03 0.04 0.02
H -1.6800 -1.2582 -0.0726 -0.02 -0.12 0.14
H -4.2502 0.0081 -1.7874 -0.02 0.03 0.00
H -4.8706 -1.7717 -1.0720 -0.18 0.01 0.11
H -3.5026 -2.4845 -0.2664 -0.03 -0.05 -0.13
H -4.5813 -2.5838 1.7308 -0.02 0.18 0.12
H -5.7810 -1.5232 1.2863 0.11 0.04 0.18
H -6.0641 0.2295 -0.1580 0.01 0.02 -0.06
H -6.1880 1.0565 1.3984 0.01 -0.03 0.00
H -5.4790 1.9052 0.0305 0.10 -0.07 -0.16
C 4.2239 -2.7749 0.0307 0.12 0.11 -0.02
C 3.0460 -1.8776 0.3761 -0.11 -0.42 -0.15
C 1.8754 -2.6740 0.9307 -0.13 0.08 0.12
O 2.6246 -1.1542 -0.7825 0.05 0.12 0.07
H 3.9363 -3.5030 -0.7331 -0.05 -0.04 0.05
H 5.0483 -2.1854 -0.3713 0.00 0.02 0.03
H 4.5786 -3.3179 0.9077 -0.01 -0.01 -0.01
H 3.3606 -1.1285 1.1044 -0.04 0.11 -0.09
H 1.5186 -3.3933 0.1872 0.08 -0.04 0.00
H 1.0454 -2.0071 1.1666 0.02 0.01 0.03
H 2.1489 -3.2228 1.8333 0.03 -0.01 -0.02
H 2.3442 -1.8017 -1.4386 -0.01 0.02 -0.03
C 2.6014 3.9065 -1.3299 0.00 0.13 0.04
C 3.6751 3.1588 -0.5534 -0.28 -0.21 -0.18
C 4.0209 1.8354 -1.2178 0.08 0.03 0.08
O 3.2409 2.9379 0.7886 0.15 0.07 0.07
H 1.6824 3.3150 -1.3697 0.03 -0.05 -0.04
H 2.3632 4.8510 -0.8396 0.03 0.01 -0.01
H 2.9228 4.1150 -2.3517 -0.01 -0.02 0.00
H 4.5702 3.7791 -0.4806 -0.01 0.01 0.13
H 3.1438 1.1868 -1.2481 -0.01 0.01 -0.06
H 4.7896 1.3106 -0.6490 0.02 0.03 -0.01
H 4.3816 1.9830 -2.2375 -0.01 0.01 0.00
H 2.4440 2.3951 0.7509 -0.02 0.02 -0.01
```
Forces are in eV/Å.

orbital gap = 8.11 eV
total energy = -22590.9150 eV
SMILES = C=CC[C@@](O)(CN)OC.CC(C)O.CC(C)O
E_HOMO = -7.6360 eV
E_LUMO = 0.5 eV
multiplicity = 1
energy above the lowest of the compared OMol25 structures with the same formula, charge and spin = 134.2 kJ/mol
net charge = 0

=====

Formula: C5H15NO
Source: OMol25
Level of theory: wB97M-V/def2-TZVPD

XYZ file:
```
22
Properties=species:S:1:pos:R:3:forces:R:3
C 0.7164 -2.0492 0.7339 -1.75 2.64 -0.62
C -0.8618 -1.5242 0.5716 0.38 -1.61 -1.42
C -1.0725 -0.6869 -0.7372 -0.08 1.19 0.76
N -0.4450 0.6433 -0.5607 1.95 -0.65 0.58
C -0.3958 1.5777 -1.6859 -1.65 -0.44 0.54
C 0.5670 2.6910 -1.3492 -0.41 -0.72 -1.43
H 1.4212 -1.1517 0.9299 -1.02 -1.55 -0.38
H 0.9873 -2.5428 -0.2506 -0.17 0.25 1.55
H 0.6345 -2.6446 1.6430 0.75 -0.43 -0.43
H -1.3985 -2.6036 0.3352 0.70 2.92 1.26
H -1.2426 -0.8596 1.4391 0.48 -1.67 -1.13
H -2.1392 -0.3855 -0.9382 0.73 -1.01 0.23
H -0.6738 -1.2735 -1.5799 -0.11 0.19 -0.09
H 0.5405 0.5635 -0.2513 -0.82 -0.45 -0.06
H -0.2234 1.0653 -2.6331 0.08 0.14 -0.27
H -1.4031 2.0079 -1.6406 -0.04 0.08 -0.88
H 0.2382 2.9260 -0.3614 0.55 0.81 0.81
H 1.5733 2.2919 -1.4441 0.31 0.30 0.45
H 0.4384 3.5117 -2.0661 0.12 -0.03 0.42
O 0.9247 -0.6243 3.6410 2.42 0.23 2.13
H 0.2003 -0.7061 3.0959 -2.52 -0.25 -1.93
H 1.6136 -0.2264 3.1085 0.09 0.07 -0.08
```
Forces are in eV/Å.

orbital gap = 9.78 eV
total energy = -8964.3385 eV
SMILES = CCCNCC.O
E_HOMO = -8.9036 eV
E_LUMO = 0.9 eV
multiplicity = 1
energy above the lowest of the compared OMol25 structures with the same formula, charge and spin = 194.9 kJ/mol
net charge = 0

=====

Formula: C13H27NO5S
Source: OMol25
Level of theory: wB97M-V/def2-TZVPD

XYZ file:
```
47
Properties=species:S:1:pos:R:3:forces:R:3
C 0.7479 -3.5304 0.0862 0.19 0.00 -0.10
C 1.0057 -2.1649 -0.5505 0.19 -0.46 0.13
C 2.4589 -1.7035 -0.3534 -0.19 -0.15 0.11
C 2.6050 -0.2801 0.1470 -0.06 -0.16 -0.13
N 2.0168 0.6690 -0.7969 0.20 0.25 -0.08
C 2.1508 2.0718 -0.5608 -0.55 -0.04 -0.18
O 3.2613 2.4717 0.2764 0.27 -0.32 0.35
S 2.8278 2.6891 1.8067 0.31 0.20 -0.16
O 3.3350 3.9492 2.2152 -0.06 0.09 -0.08
O 3.1038 1.5418 2.5951 -0.03 -0.10 -0.01
O 1.2698 2.7613 1.5443 -0.22 -0.45 0.00
C 1.0042 2.8258 0.1231 0.18 0.90 -0.27
C -0.4222 2.5232 -0.2408 0.00 -0.55 0.29
C -0.9552 1.1376 0.1194 -0.32 -0.08 0.20
C -1.4862 1.0380 1.5504 0.40 -0.35 -0.33
C -2.1753 -0.2906 1.8510 -0.31 0.08 0.22
C -3.2335 -0.7135 0.8446 -0.05 -0.16 0.15
O -2.6704 -1.5209 -0.1758 0.31 0.32 -0.05
C -3.1042 -1.2747 -1.5003 0.02 -0.20 -0.22
C -1.9158 -1.1952 -2.4647 -0.17 0.28 -0.05
H 1.3641 -4.3000 -0.3815 0.02 -0.04 -0.05
H 1.0168 -3.5156 1.1427 -0.10 0.02 0.10
H -0.2932 -3.8314 -0.0093 -0.09 0.02 0.03
H 0.3076 -1.4542 -0.1089 0.05 0.04 -0.10
H 0.7878 -2.2489 -1.6153 -0.11 0.20 -0.01
H 2.9268 -2.3469 0.3940 0.10 0.00 0.04
H 3.0392 -1.8500 -1.2675 0.02 0.07 -0.09
H 2.0965 -0.1979 1.1052 -0.07 0.10 0.12
H 3.6639 -0.0767 0.3165 0.03 0.13 0.11
H 2.2709 0.4482 -1.7476 0.22 -0.05 0.01
H 2.2988 2.5726 -1.5170 0.12 -0.08 -0.05
H 1.1816 3.8698 -0.1608 -0.01 0.05 0.08
H -1.0436 3.2880 0.2278 -0.08 0.07 -0.04
H -0.4973 2.6730 -1.3190 0.09 0.07 -0.08
H -1.7618 0.9021 -0.5773 -0.02 0.03 -0.02
H -0.1976 0.3715 -0.0305 -0.01 0.19 -0.11
H -0.6331 1.1295 2.2239 -0.12 0.27 0.19
H -2.1821 1.8573 1.7383 -0.01 0.10 0.09
H -1.4582 -1.1029 1.9703 0.10 -0.06 -0.11
H -2.6814 -0.1904 2.8140 0.07 -0.03 0.11
H -3.7080 0.1776 0.4223 -0.06 0.02 -0.12
H -4.0113 -1.2838 1.3590 -0.10 -0.05 -0.03
H -3.6792 -0.3488 -1.5562 -0.06 0.08 0.16
H -3.7712 -2.0838 -1.8054 -0.13 -0.02 0.00
H -0.9822 -1.1761 -1.9076 -0.09 -0.10 -0.05
H -1.9145 -2.0129 -3.1803 0.13 -0.17 0.06
H -1.9634 -0.2737 -3.0461 0.02 0.04 -0.04
```
Forces are in eV/Å.

orbital gap = 10.03 eV
total energy = -36480.6958 eV
SMILES = CCCCN[C@@H]1OS(=O)(=O)O[C@@H]1CCCCCOCC
E_HOMO = -9.5754 eV
E_LUMO = 0.5 eV
multiplicity = 1
energy above the lowest of the compared OMol25 structures with the same formula, charge and spin = 0.0 kJ/mol
net charge = 0

=====

Maximum force for the records above, in order: 1.19, 1.97, 3.26, 0.96 eV/Å